No. 1
# C29H42N2O9

One molecule with the formula C29H42N2O9 at a distorted geometry (ωB97M-V/def2-TZVPD, the Open Molecules 2025 dataset).

Results
Total energy: -52159.4808 eV
SMILES: CCCNC(=O)OC[C@H]1O[C@H](CCO/N=C/[C@@H](OC)[C@H](C)/C=C/CC(=O)OC)C=C[C@@H]1Oc1ccc(OC)cc1
Total charge: 0

```
82
Properties=species:S:1:pos:R:3:forces:R:3:lowdin_charge:R:1
C 1.09192 0.25450 0.54797 0.516 -0.226 -0.064 -0.09
H -2.61869 -4.90475 -4.58711 0.079 0.017 -0.056 0.11
C -1.59627 0.77418 -5.49072 0.083 0.113 0.167 -0.01
H -6.79367 0.20520 -3.48009 0.050 0.023 0.079 0.09
C 1.72774 -0.93015 1.27795 -0.512 -0.049 -0.269 -0.18
N -1.71065 -2.35993 -4.59486 0.010 -0.027 -0.291 0.09
O 0.44870 1.20139 -4.45477 -0.123 0.108 -0.143 0.00
H 2.40477 -1.46136 0.60371 -0.062 -0.016 0.102 0.13
C 2.41432 3.41458 3.02465 -0.302 0.340 0.121 -0.50
C 1.47714 -1.44376 -3.40602 0.236 0.098 0.625 -0.08
H -5.42239 -0.28278 -2.45242 -0.001 0.032 -0.003 0.09
N 1.76701 -0.59817 3.55287 -0.852 -0.317 -0.493 0.08
H 0.15550 -0.06916 0.09319 -0.093 0.041 -0.053 0.12
H -3.50518 1.05434 -2.16901 -0.084 -0.012 0.077 0.11
O 2.51575 -0.52426 2.39179 0.610 0.252 0.779 -0.14
H -3.25470 -4.07032 -6.00797 0.075 -0.037 -0.048 0.11
C -3.34971 -4.16792 -4.92415 -0.154 0.174 0.223 -0.24
H 0.52132 -0.70736 5.65790 0.078 0.067 0.001 0.16
C 2.12256 2.97960 5.37866 -0.099 0.131 0.112 -0.09
H 5.40447 2.55136 2.19414 -0.053 0.009 -0.003 0.10
C -3.67129 0.66132 -4.27872 0.065 0.027 0.015 -0.30
C 1.24795 -0.19568 -2.54918 -0.407 -0.024 -0.559 -0.26
H 0.87957 1.05222 1.26015 -0.096 -0.048 0.012 0.11
H 2.34090 -1.31557 -4.05964 -0.040 -0.026 0.042 0.14
C 1.55010 -0.40842 5.91353 -0.032 0.221 0.022 -0.33
C 2.33014 -0.27978 4.63357 0.519 -0.086 -0.019 -0.09
C 1.53991 0.93312 6.67412 -0.207 -0.325 -0.065 -0.32
O -5.01405 0.40901 -4.36536 0.222 0.009 -0.257 -0.10
C -5.77516 0.45189 -3.18381 -0.099 -0.002 0.140 -0.09
H 2.31063 1.19178 -3.79828 -0.173 -0.063 0.105 0.17
O 2.25885 -0.16425 -1.56477 0.078 -0.045 -0.154 -0.04
H 1.38820 2.88666 -0.35466 -0.029 0.167 0.066 0.10
H 2.45318 -3.32952 7.06692 -0.034 -0.061 -0.060 0.09
H 0.55966 1.81252 8.38368 -0.055 0.062 0.082 0.08
H 2.42237 4.93015 4.53730 -0.040 0.046 -0.023 0.12
C -2.95859 0.58719 -5.47657 -0.130 0.046 0.136 -0.02
C 1.15872 2.25807 -2.35502 0.091 -0.063 -0.227 -0.02
O 3.72576 3.19548 3.10797 0.187 0.154 0.337 -0.03
H 0.71516 0.05131 8.45470 -0.049 -0.071 0.103 0.08
H 3.01343 0.97133 -0.10731 -0.098 0.052 0.005 0.15
C 1.97912 -2.69625 6.31954 -0.017 -0.204 -0.076 -0.09
C -0.75384 -2.16601 -3.66937 0.083 0.011 -0.333 -0.57
H 0.26134 -0.29973 -2.08041 0.164 0.019 -0.070 0.13
H 2.45784 -2.85554 5.34736 -0.030 -0.035 0.046 0.09
O 0.38430 -1.71953 -4.26507 -0.256 0.014 -0.185 0.02
H 4.07390 2.98445 1.07521 0.065 -0.033 0.055 0.09
C 1.31192 1.12928 -3.33983 0.497 -0.282 0.468 -0.24
C 1.49499 2.09994 -1.08483 0.105 -0.109 -0.030 -0.02
C 2.02409 0.80356 -0.54863 -0.161 0.112 0.415 -0.31
H 0.95662 -1.61693 1.63691 0.164 0.019 -0.047 0.12
H 2.53754 1.06415 7.10308 0.033 0.024 -0.075 0.15
C 1.88224 4.01042 4.31437 0.036 -0.214 -0.215 -0.08
H -4.97181 -5.58818 -5.05001 -0.105 -0.081 -0.004 0.07
H 0.77540 3.18942 -2.74483 -0.049 0.190 0.029 0.12
H -1.12155 1.43083 -2.20723 0.021 -0.041 0.037 0.11
H 3.36746 0.04541 4.71150 0.083 0.023 -0.173 0.15
C 4.33221 2.50540 2.02170 0.002 -0.208 -0.379 -0.03
O 1.74235 3.13783 2.06576 0.004 -0.071 -0.171 0.10
H -0.49409 0.79293 7.39761 -0.140 -0.005 -0.031 0.08
C -4.75627 -4.63529 -4.57341 0.231 0.024 -0.130 -0.11
C 0.51073 0.89531 7.80185 0.286 -0.013 -0.051 -0.05
H -3.07852 -2.91059 -3.18289 -0.088 0.065 -0.086 0.13
H -3.49900 0.37024 -6.38478 -0.066 -0.031 -0.127 0.12
H 1.64342 -2.28591 -2.72566 0.033 0.098 -0.115 0.14
O 2.13670 -1.37308 6.76723 0.038 0.377 0.098 -0.15
H 3.99032 1.46761 2.00776 0.039 0.085 -0.007 0.08
H -5.49260 -3.90800 -4.90797 -0.149 0.048 -0.014 0.07
H 0.91780 -2.95944 6.23403 0.038 -0.015 -0.001 0.09
H -5.76277 1.44920 -2.73237 0.016 -0.034 0.004 0.09
H -4.85849 -4.75731 -3.49785 -0.072 -0.032 0.129 0.07
H 0.82045 4.21672 4.18566 0.090 0.016 -0.053 0.13
O -0.87152 -2.36685 -2.48495 0.111 -0.089 0.497 0.10
C -1.61694 1.17032 -3.12951 0.428 0.034 -0.096 0.00
H -3.77293 -2.07511 -4.59354 -0.017 -0.015 0.092 0.11
C -2.98889 0.96757 -3.11158 -0.451 -0.104 -0.119 0.00
H 0.27468 2.01317 5.24343 -0.191 0.062 -0.167 0.13
H 3.10809 2.99167 5.82305 0.115 -0.099 0.121 0.12
C -0.90121 1.05129 -4.31126 -0.298 0.001 -0.042 -0.27
C -3.03939 -2.82079 -4.27066 0.036 -0.264 -0.036 -0.19
H -1.03604 0.70771 -6.40992 0.075 -0.022 -0.131 0.12
C 1.25413 2.03640 5.70281 0.178 0.042 0.305 -0.08
H -1.49716 -2.11030 -5.54664 0.046 0.045 0.110 0.15
```
Forces are in eV/Å.

No. 2
# C29H42N7Se2SiW

C29H42N7Se2SiW as an isolated structure at a distorted geometry (ωB97M-V/def2-TZVPD, the Open Molecules 2025 dataset).

Results
2S+1: 3
Total energy: -181556.5641 eV
⟨S²⟩: 2.010
Total charge: +3

```
82
Properties=species:S:1:pos:R:3:forces:R:3:lowdin_spin:R:1
C -0.26501 -5.66628 -1.56579 0.029 -0.015 0.009 0.00
N -3.74156 -1.39977 1.98587 -0.034 0.046 0.273 0.01
H -5.60891 -0.34794 2.22423 0.004 -0.042 0.047 0.00
N 2.75122 3.73174 -0.53333 -0.061 -0.084 0.098 0.00
C 0.96505 -4.78065 -1.73817 0.049 -0.118 0.064 0.00
H -4.63854 2.90416 2.03954 -0.038 0.001 -0.014 0.00
H 3.07995 -3.07395 -1.32261 -0.191 0.282 -0.075 0.00
H 0.86374 7.26584 -3.76585 0.005 -0.013 -0.004 0.00
H -0.78885 4.56899 2.02206 0.061 -0.002 -0.015 0.00
H 0.11476 7.05188 -1.41131 -0.004 -0.012 -0.006 0.00
H -2.26286 4.41422 3.03366 0.024 -0.032 0.038 0.00
C 2.43826 0.57163 0.18899 -0.073 0.010 0.080 0.02
H 3.64110 4.02333 -3.32033 0.001 0.008 0.012 0.00
H 0.07190 -2.90668 -2.39645 -0.045 0.014 0.006 0.01
N 1.19954 4.99131 0.25535 0.045 -0.088 -0.172 0.00
H -0.08111 -6.51732 -0.90911 0.008 0.009 -0.002 0.00
H 1.79187 -5.40577 -2.09229 0.002 -0.020 0.022 0.00
H -2.85399 -1.70604 3.86347 -0.019 -0.019 0.008 0.00
H -6.33659 -1.93738 0.09796 0.007 -0.021 -0.004 0.00
C -5.40468 -1.86325 0.63091 0.073 -0.055 -0.047 0.00
H -0.55267 -6.07161 -2.53410 -0.009 -0.007 0.004 0.00
H -4.40596 1.90032 0.57650 -0.040 0.026 -0.035 0.00
C -1.62800 3.92443 2.29240 0.158 0.171 0.126 0.00
C 0.84808 6.37727 -1.83299 0.003 0.018 0.038 0.00
W 0.65524 -2.14215 0.50220 1.921 -1.176 -0.110 0.78
C 1.27613 6.49336 -3.13150 0.021 -0.019 0.000 0.00
H -0.84121 3.07952 -0.78928 0.093 0.064 -0.012 0.00
C 2.40382 0.90788 1.63524 0.064 -0.067 0.038 0.00
N 1.98478 4.02661 0.54734 -0.063 -0.052 -0.086 0.00
C -3.30706 -2.35740 1.15400 0.009 0.148 -0.164 0.03
C 2.12800 -0.37204 -1.76657 0.174 0.151 0.074 0.01
H 3.92134 -2.09901 0.76903 -0.147 0.233 -0.092 0.00
H -1.21597 3.01728 2.75400 -0.021 0.011 0.012 0.00
Se -0.85937 -0.33893 0.22204 -0.770 0.580 -0.146 0.72
H 0.82179 -4.09852 2.92701 -0.152 0.193 0.004 0.00
Si -2.58193 3.45067 0.83510 0.040 0.094 0.074 0.00
H -3.60682 -0.12038 3.61502 -0.002 0.008 0.012 0.00
H 4.43140 2.80108 -1.24484 0.063 -0.080 0.029 0.00
H -5.34126 -3.90216 -0.97984 0.003 -0.002 -0.019 0.00
H 4.14453 2.60080 0.49294 0.009 0.065 0.012 0.00
H 2.57389 5.76573 -4.68973 0.012 0.017 0.007 0.00
C 2.42098 4.54574 -1.58237 0.116 -0.082 -0.113 0.00
C 2.34004 -2.84702 1.99787 0.144 -0.231 0.077 0.02
H -3.78072 -3.31954 -1.60299 0.014 0.011 0.001 0.00
H 2.13978 1.95609 1.77747 -0.043 -0.022 -0.002 0.00
H 3.38071 0.75106 2.09906 -0.001 -0.022 -0.012 0.00
N -4.31670 -2.64747 0.32082 -0.101 -0.097 -0.086 0.00
C 2.52562 -3.24156 -0.40994 -0.267 -0.039 -0.029 0.01
N 1.90169 -0.49589 -0.40181 -0.667 0.175 0.273 0.08
H 3.56551 -1.48035 3.11906 -0.011 0.005 -0.002 0.00
N 3.02931 1.33988 -0.74107 0.109 0.202 -0.149 0.00
H 0.20111 -4.13518 -3.65037 0.035 -0.004 -0.020 0.00
H 1.75413 -1.08491 -2.47989 0.045 -0.029 0.026 0.00
C 1.43342 -4.16358 -0.43298 0.052 -0.129 -0.091 0.01
C 3.01624 -2.69264 0.79006 0.193 -0.285 0.026 0.03
H -3.83204 -4.57763 -0.34425 0.001 -0.012 0.020 0.00
C 1.43521 5.36735 -1.05737 -0.281 0.152 0.150 0.00
H 3.36226 -3.07403 3.84108 -0.002 0.005 0.006 0.00
C -4.29920 2.90272 1.00456 -0.237 -0.078 0.127 0.00
H 1.64009 -3.26264 -3.16983 -0.022 0.031 0.041 0.00
H -1.10821 -5.09271 -1.17253 -0.005 -0.005 -0.009 0.00
H -1.80632 4.48728 -1.19755 0.027 0.085 -0.022 0.00
C 2.26894 5.63530 -3.66021 -0.031 0.019 -0.005 0.00
H 1.67421 0.27800 2.13897 0.016 -0.007 0.023 0.00
C -3.00908 -0.89956 3.15103 -0.054 -0.023 -0.071 0.01
C 3.67154 2.64102 -0.48393 0.015 -0.161 -0.118 0.00
H 2.04038 -1.91519 3.91535 -0.003 -0.001 0.007 0.00
H 3.23307 1.18777 -2.88775 -0.008 0.015 0.009 0.00
C 0.93103 -4.52106 0.82170 0.033 -0.165 0.033 0.03
H -2.04441 -0.50117 2.84225 -0.029 -0.005 -0.003 0.00
C -4.30981 -3.68018 -0.72390 0.005 0.115 0.019 0.00
C 2.84538 0.75546 -1.98131 -0.140 -0.025 0.085 0.00
H -4.95044 3.56371 0.42042 -0.008 -0.038 -0.014 0.00
C 2.85165 -2.28306 3.28828 -0.058 0.014 0.020 0.00
C -5.04656 -1.08285 1.67532 0.101 0.049 -0.021 0.00
C 1.27412 -3.80781 1.98865 -0.065 0.191 -0.044 0.01
H 0.21943 -5.33222 0.89442 -0.230 0.188 0.002 0.00
Se -1.68995 -3.31457 1.27990 -0.003 0.094 0.121 0.16
C 0.71407 -3.70061 -2.79374 0.043 0.001 -0.057 0.01
H -2.46274 2.86588 -1.50808 0.026 0.072 -0.052 0.00
C -1.86250 3.46235 -0.81959 0.068 -0.208 -0.277 0.00
C 2.86471 4.65302 -2.90562 0.013 0.017 0.044 0.00
```
Forces are in eV/Å.

No. 3
# C29H43F14N2O8Si

A 5-piece molecular cluster, C29H43F14N2O8Si overall at a distorted geometry (ωB97M-V/def2-TZVPD, the Open Molecules 2025 dataset).

Results
Total energy: -96048.1806 eV
Total charge: +1

```
97
Properties=species:S:1:pos:R:3:forces:R:3:lowdin_charge:R:1
O 1.55958 5.68565 2.49370 0.005 0.015 0.051 0.03
C -1.02251 7.18600 -0.75388 -0.185 -0.156 0.332 -0.19
H -0.65977 0.04515 2.47162 0.038 -0.026 0.049 0.05
N 1.03481 0.86368 -1.29590 0.157 0.362 -0.064 0.17
C -2.52872 -0.84374 -0.94125 0.417 -0.033 -0.294 -0.24
C -1.69810 -2.29799 -2.72247 -0.364 0.190 -0.299 -0.06
C -3.83238 -1.15162 -1.34232 0.010 -0.242 -0.508 -0.05
C 5.25038 -8.40470 4.30022 -0.231 0.026 -0.077 -0.56
C -0.60092 8.39343 0.04951 0.036 0.096 -0.205 -0.04
H 1.24166 -6.97971 4.26955 -0.023 -0.025 -0.028 0.08
H -0.86753 -2.75010 -3.24786 -0.030 0.040 -0.059 0.12
O 3.71351 -7.11809 3.07295 0.013 0.003 -0.012 0.03
C 0.79541 5.17024 3.44646 0.059 0.173 0.049 -0.40
F -0.13859 8.46974 -4.49237 0.003 0.028 -0.083 0.18
H -3.86348 -3.77477 -1.96090 -0.234 -1.808 0.471 0.02
H -0.47306 6.29387 -0.45166 0.025 0.024 0.016 0.10
H -4.68229 -0.72112 -0.82704 0.019 -0.002 0.043 0.11
H -3.49108 -4.90882 -3.26908 -0.131 -0.317 0.199 0.09
C 3.11434 -1.86976 -1.57519 -0.031 -0.069 0.178 -0.09
H 0.41770 0.06655 -1.11507 -0.042 0.052 0.008 0.12
H -0.03097 -0.85366 1.07243 0.116 0.034 0.060 0.01
C -0.15219 6.27724 3.96352 0.290 -0.337 -0.184 -0.55
H 2.57828 -0.52930 -0.14930 0.232 0.145 0.144 0.10
H -0.47161 2.05941 0.52028 0.062 0.168 -0.041 0.05
F 0.57105 -4.21640 -2.00126 0.235 -0.097 -0.023 0.17
F 5.68670 -7.26081 4.83243 0.077 0.020 0.053 0.17
H 2.64053 -6.15752 1.66797 0.072 0.008 0.025 0.11
H 1.40046 4.62117 0.07013 0.059 0.027 -0.051 0.07
F 0.28646 1.44389 -3.35619 -0.018 0.442 0.425 0.14
O -1.72188 -5.37614 -1.31934 0.039 -0.012 0.015 0.06
F -0.22147 6.31838 -4.75997 -0.032 -0.045 -0.088 0.16
C 1.46184 -6.26890 3.47464 0.096 -0.022 0.109 -0.06
C -3.90316 -4.82149 -2.26366 -0.189 -0.977 0.706 -0.07
H -2.08738 6.99460 -0.63905 -0.016 0.037 -0.089 0.13
C -0.93641 -0.58059 1.62244 0.035 -0.052 -0.179 -0.15
H -1.37298 3.15617 -1.83843 0.064 -0.025 -0.182 0.13
H 1.11291 3.32338 1.24461 0.050 -0.012 0.047 0.06
F 5.29018 -9.35182 5.22329 0.077 -0.047 0.055 0.18
C 2.31319 0.38484 -1.94998 0.241 -0.074 -0.065 -0.14
H -4.31832 1.45670 0.97629 -0.052 -0.025 -0.012 0.04
C 2.42899 -6.85870 2.47208 -0.222 0.094 -0.164 -0.20
H 2.21574 -2.14952 -2.13410 0.081 -0.054 -0.081 0.06
H 0.46450 8.59551 -0.05581 0.016 -0.070 0.013 0.09
C -4.06884 -2.01400 -2.41218 0.166 1.459 -0.129 -0.09
C -1.47557 -1.43917 -1.65387 -0.534 0.572 0.022 -0.13
H -1.77734 1.49339 -2.20266 -0.047 -0.114 0.103 0.12
H -0.44751 -1.26432 -1.34120 -0.260 -0.252 -0.096 0.07
H -3.19191 -3.25841 -3.93041 0.111 0.451 -0.033 0.11
C -3.13922 -5.70028 -1.30084 -0.380 -0.279 -0.084 -0.14
H 2.86647 1.28101 -2.22439 0.009 0.075 0.096 0.14
C -1.13876 2.12164 -1.58147 -0.035 0.386 0.013 -0.10
H -3.17777 -6.74661 -1.59028 0.100 -0.025 0.007 0.13
C 1.87320 3.97627 0.81009 -0.069 -0.023 0.018 -0.06
H -1.34899 -1.52452 1.97848 -0.029 -0.003 0.098 0.05
C 0.26679 1.90916 -2.08335 0.333 -0.175 -0.251 -0.49
F 1.04695 3.01743 -2.01389 -0.410 -0.531 -0.112 0.13
Si -2.17521 0.27321 0.51946 -0.145 -0.028 0.126 0.59
H 2.98181 4.18594 2.66531 -0.073 -0.009 0.038 0.13
C 0.17177 -4.13527 -0.73219 -0.361 0.000 0.094 -0.54
F 0.53801 7.15556 4.68743 -0.099 0.122 0.035 0.19
C 0.43384 7.31923 -4.15153 0.010 0.018 0.248 -0.56
H 3.28712 5.46219 1.48010 -0.049 0.059 -0.005 0.13
H 3.99085 -1.98898 -2.20579 0.014 0.053 -0.073 0.09
H -1.15133 9.27877 -0.26763 -0.030 -0.022 0.007 0.09
F 1.69117 7.31606 -4.56635 0.050 0.006 -0.096 0.18
H 1.28252 1.28454 -0.39638 -0.122 0.044 0.063 0.16
H 1.88146 -5.36910 3.92514 -0.019 0.026 -0.031 0.08
O 2.96399 -9.07343 3.91774 -0.127 -0.069 0.016 0.18
O -2.02371 -3.63379 0.09228 -0.132 -0.241 0.297 0.17
C -3.73168 0.67480 1.45992 0.119 -0.030 -0.084 -0.16
C 2.52687 4.80520 1.89376 0.200 -0.118 -0.068 -0.17
F 0.48058 -2.91029 -0.28026 0.407 -0.151 0.226 0.12
H -4.94659 -5.13264 -2.28876 -0.087 -0.145 0.017 0.11
C -1.37916 1.91538 -0.07099 -0.031 -0.188 -0.152 -0.20
H -4.35377 -0.21361 1.56754 -0.048 -0.013 0.050 0.04
H 2.02690 -0.14330 -2.85779 -0.041 0.100 -0.054 0.13
H -3.46903 1.01856 2.46109 -0.037 0.055 0.038 0.04
O -0.83304 7.37452 -2.17283 0.142 0.078 -0.021 0.04
O 0.81406 4.05599 3.87416 -0.025 -0.170 -0.058 0.17
F 6.06750 -8.74233 3.29547 0.098 -0.014 -0.011 0.17
C -3.00631 -2.58690 -3.10388 0.884 1.729 -0.648 -0.11
H -0.81656 8.20308 1.09741 0.016 0.090 -0.010 0.06
H -5.08640 -2.24207 -2.70344 0.008 0.019 0.009 0.13
C -1.35480 -4.34552 -0.59616 0.097 -0.080 -0.001 -0.42
H 0.52706 -6.00888 2.97772 -0.008 0.000 -0.018 0.07
H -2.04361 2.71725 0.25299 -0.015 -0.021 0.082 0.09
C 0.37623 7.08950 -2.62371 -0.174 -0.018 -0.157 -0.40
H 2.63148 3.37161 0.30681 0.025 0.023 0.000 0.08
F -1.12662 5.76822 4.69784 -0.046 0.020 0.051 0.19
F -0.68556 6.90338 2.90588 -0.255 0.190 0.146 0.15
H 3.19764 -2.56082 -0.73935 0.134 0.031 0.006 0.09
H 2.04318 -7.77892 2.03551 0.038 -0.054 0.064 0.13
H -3.50540 -5.60431 -0.28033 0.038 0.057 0.015 0.13
F 0.84751 -5.02580 -0.00792 0.057 -0.027 -0.025 0.18
N 3.02435 -0.49157 -1.05715 -0.481 -0.307 -0.149 -0.07
O 1.29989 6.65425 -2.00112 0.134 -0.071 0.110 0.15
C 3.81203 -8.25155 3.75396 0.155 0.057 0.009 -0.40
```
Forces are in eV/Å.